Entry 1:
13 unconnected molecules or ions with the total composition C26H78O13 in a non-equilibrium geometry, computed with ωB97M-V/def2-TZVPD.

```
117
Properties=species:S:1:pos:R:3:forces:R:3
O -1.91808 2.10612 -2.67383 0.26 -1.05 0.32
O 3.70158 1.21789 -4.97165 0.72 0.22 -0.57
O -5.13744 2.91770 1.90691 -0.41 -0.04 0.39
O 0.22391 -4.03011 -0.12366 -0.24 0.69 -0.34
O 3.44465 1.81083 1.87849 0.60 0.16 0.51
O 4.66519 -6.12915 -0.23948 -0.70 -0.73 0.86
O -0.12452 2.80931 -0.48252 0.16 -0.44 0.75
O 0.50789 -3.02097 -2.86703 -0.19 0.17 -0.51
O 2.97275 -2.54685 4.05732 0.62 0.45 -0.47
O -3.12646 3.82790 3.62115 0.09 0.86 -0.07
O 1.44443 0.63666 0.18403 1.07 -0.51 -0.08
O -2.93155 -2.56886 3.65736 -0.31 0.77 0.26
O -4.66409 -3.11636 0.05244 0.71 -0.49 -1.04
C 6.72021 -4.96789 0.06052 0.54 -0.01 1.18
C 1.99033 -2.36666 3.03596 -0.73 -0.46 1.51
C 3.68001 0.98710 -3.57372 -0.11 -0.88 -0.27
C -2.52497 -1.19612 3.56044 0.77 -0.02 -0.42
C 0.89997 -0.60119 -0.23214 0.67 -0.06 -0.18
C -4.30919 -1.98358 -0.77412 -1.49 0.78 1.25
C 4.04096 0.64671 2.44924 -0.35 0.42 -0.29
C -0.97501 -4.76465 0.05344 -0.40 -1.30 -0.01
C 4.54949 -3.73881 -0.06628 0.01 0.79 -0.47
C 1.58799 4.44312 0.09459 -0.66 -0.61 -1.25
C -4.65772 4.38433 0.17656 0.54 0.38 -0.72
C -3.63635 -2.34757 -2.06235 -0.11 -1.32 0.26
C -0.64244 5.14209 -0.85204 -0.05 -0.92 0.19
C 5.24195 -5.00586 0.40820 -0.12 0.65 -1.50
C -1.24107 2.51829 3.05162 -0.51 -0.86 -0.35
C 0.42694 4.03648 -0.90259 0.84 1.44 1.18
C -1.33332 0.91548 -3.26612 0.31 0.23 -0.04
C 1.66356 -3.72984 -3.28483 -0.14 0.56 0.04
C -3.67898 1.95670 0.23957 0.55 0.99 -0.49
C -4.82990 2.91117 0.52051 -0.04 -0.03 0.04
C 2.79548 2.00319 -2.93872 -0.63 0.73 0.82
C 3.24088 -0.45898 -3.30237 -0.41 0.09 0.38
C -1.92644 3.89458 2.90227 1.98 -1.91 0.34
C -1.00320 5.00101 3.33157 -0.34 1.44 -0.05
C -5.60004 -1.16038 -0.95980 1.28 -0.31 -0.67
C -0.47819 -0.63359 0.30695 -0.22 -1.02 0.24
H 1.27110 4.38299 1.13578 -0.36 0.02 -0.11
H 4.94004 -2.84791 0.42553 0.16 0.00 0.11
H 2.86953 0.94406 -5.36447 -0.16 -0.06 0.14
H -2.06972 4.03485 1.83087 -0.41 0.03 -0.18
H -1.88233 -0.84416 4.36743 0.00 -0.33 0.33
H -5.00128 -2.77873 0.88545 0.08 0.05 0.06
H 6.97381 -5.01091 -0.99869 -0.47 0.43 -0.14
H -6.03983 -1.00155 0.02481 -0.16 0.46 -0.23
H -4.27094 -3.05136 -2.60093 -0.04 -0.02 -0.19
H -5.51655 4.99548 0.45406 -0.23 -0.40 0.07
H -3.75212 3.52523 2.95893 -0.89 -0.18 0.12
H 1.05827 -2.67484 3.50966 -0.52 -0.08 -0.43
H 0.04368 4.86845 3.05847 -0.10 -0.38 0.01
H -3.61341 -1.39097 -0.18015 0.18 0.32 0.02
H -0.80980 2.53038 -1.09424 -0.44 0.04 -0.50
H 3.19022 3.01392 -3.04215 0.18 -0.03 -0.10
H 7.14270 -4.08849 0.54660 0.29 0.17 -0.34
H 1.68132 -4.69944 -2.78716 0.37 -0.13 -0.18
H 0.75714 3.93754 -1.93665 0.47 0.01 -0.04
H 1.50590 -1.42467 0.14579 0.13 0.11 0.42
H -0.85338 -5.77801 -0.32919 0.25 -0.31 0.27
H -4.50394 4.53082 -0.89255 -0.12 -0.20 -0.19
H 1.66107 -3.83359 -4.36988 -0.33 -0.23 0.03
H -0.35488 -0.56610 1.38785 -0.42 0.31 0.04
H -1.83801 -4.44940 -0.53302 0.43 0.99 -0.02
H 3.53023 -1.17262 -4.07379 0.42 0.25 -0.05
H -5.64927 2.53455 -0.09178 -0.60 0.05 0.28
H -0.41968 6.02457 -1.45181 0.07 -0.14 -0.04
H -1.03020 0.21084 -0.10575 -0.40 -0.12 0.22
H 7.25650 -5.81758 0.48304 -0.20 -0.16 0.20
H -1.54801 4.64050 -1.19329 -0.38 0.47 -0.18
H -1.81459 0.61689 -4.19743 -0.11 0.20 0.02
H 1.83961 5.47786 -0.13797 0.21 -0.03 0.10
H -1.28869 -4.80926 1.09638 0.07 0.09 0.06
H -5.25898 -0.27185 -1.49111 -0.48 0.58 0.38
H 2.47125 3.80956 0.01353 0.01 0.02 -0.19
H -1.93900 -1.07800 2.64897 -0.08 0.17 -0.13
H 1.86304 -1.30131 2.84376 0.47 -0.13 -0.31
H -3.41247 -1.50878 -2.72146 -0.03 0.11 0.32
H -1.06067 5.29829 4.37867 -0.06 -0.47 0.14
H 2.56080 1.54751 1.61188 -0.18 -0.11 -0.34
H 3.46741 -3.68623 0.05382 -0.09 -0.48 0.32
H -1.37188 0.06489 -2.58560 -0.63 0.30 0.35
H 4.70870 -3.59248 -1.13462 0.18 -0.02 -0.20
H -0.93166 -1.60155 0.09359 -0.44 0.11 -0.13
H -3.80420 4.89435 0.62318 0.21 -0.43 0.39
H 1.81102 2.02178 -3.40626 -0.16 -0.19 -0.14
H 4.75252 -6.05154 -1.19235 0.16 0.26 -0.03
H -0.35479 2.32988 2.44573 0.35 0.53 0.16
H 2.88012 -3.40714 4.47316 -0.15 -0.02 -0.18
H 5.09505 0.82003 2.66590 -0.05 0.21 -0.21
H 2.15362 -0.51892 -3.25377 -0.25 0.09 -0.07
H 4.69229 1.14371 -3.20108 0.17 -0.09 -0.29
H 0.95107 -0.75379 -1.31020 -0.16 0.37 -0.34
H -1.91357 1.74105 2.68867 -0.46 -0.01 -0.23
H 2.14084 -2.98169 2.14873 0.28 0.25 -0.16
H 2.63646 1.82809 -1.87469 0.06 -0.14 0.12
H 3.94718 -0.15962 1.72181 0.12 -0.39 0.20
H -1.91924 2.86288 -3.26451 0.20 -0.22 -0.38
H 5.06512 -5.02303 1.48362 0.16 -0.82 0.02
H -5.42261 2.04522 2.18810 0.00 -0.16 0.02
H -2.20435 -3.06350 4.04222 0.00 0.02 0.00
H 0.96110 -4.53853 0.22226 -0.05 -0.14 0.03
H 3.56036 0.39702 3.39517 -0.06 -0.28 0.05
H 0.42558 -3.17006 -1.92226 -0.12 -0.10 0.39
H -0.25879 1.00339 -3.42662 0.07 0.49 -0.24
H 3.57932 -0.82627 -2.33352 0.17 0.05 0.06
H 0.79350 1.30145 -0.05250 -0.14 0.83 -0.12
H -0.79500 5.43464 0.18682 -0.09 0.10 0.02
H 2.54200 -3.12108 -3.07069 0.34 -0.29 0.30
H -1.10108 2.19754 4.08391 0.36 0.55 0.20
H -6.30093 -1.65693 -1.63084 -0.06 -0.24 0.21
H -3.75515 0.97799 0.71329 -0.37 0.04 0.06
H -2.74565 2.41326 0.56904 0.18 -0.12 0.01
H -1.33952 5.87986 2.78147 0.12 0.40 0.07
H -2.72753 -2.88789 -1.79741 0.23 0.12 -0.36
H -3.33989 -0.47295 3.52827 -0.45 -0.57 -0.02
H -3.62528 1.83221 -0.84197 0.21 -0.21 -0.04
```
Forces are in eV/Å.

Calculated values
Orbital gap, Eh: 0.35905
E_LUMO, eV: 0.21
Spin multiplicity: 1
Energy relative to the best compared isomer or geometry (same formula, charge and spin), kcal/mol: 69.5

***

Entry 2:
A molecular structure, C28H39As2Br2NO10SV in a non-equilibrium geometry, computed with ωB97M-V/def2-TZVPD.

```
84
Properties=species:S:1:pos:R:3:forces:R:3
Br -1.61299 -1.05388 3.59853 -0.03 -0.04 -0.30
Br -1.74653 -2.14216 0.46746 0.17 0.11 -0.26
As -1.58398 1.65214 -0.07412 -1.33 0.86 0.21
As -4.85789 1.20310 1.64740 0.35 0.02 -0.20
V -0.04616 -0.34863 -0.15392 -2.53 -0.06 0.34
S -0.25013 -0.86304 -3.42794 -0.02 -0.74 0.18
O 0.32358 2.59924 1.79979 -0.25 0.00 0.16
O -6.12958 2.10859 -1.82999 0.19 0.00 0.13
O -1.93745 1.25914 -2.82987 -0.10 0.18 0.12
O -0.77860 2.56687 3.75890 -0.05 -0.19 -0.01
O -4.09724 0.71137 -3.06709 -0.23 0.04 -0.10
O -0.16108 -0.40240 -1.80655 0.59 -0.32 -2.22
O -6.57918 0.30144 -0.54020 0.12 0.06 -0.13
O 0.96525 -0.30062 1.19521 2.77 -0.06 2.29
O -3.98681 1.67292 4.48005 0.17 0.19 -0.09
O -3.31652 3.77204 3.93509 -0.02 -0.08 -0.21
N 2.24616 -0.94845 2.95959 -0.42 -0.86 0.76
C 1.24205 -0.12839 -4.04285 0.03 0.30 -0.03
C -0.79513 2.44951 2.57369 0.30 0.16 -0.02
C 0.08314 -2.56195 -3.23763 -0.18 0.39 -0.08
C -3.07115 1.10805 -2.38558 0.20 -0.19 -0.09
C -7.92586 0.15715 -1.11066 0.09 0.05 0.03
C 3.12533 -2.99644 2.10059 -0.11 0.25 -0.08
C 0.34860 -5.26346 -2.85822 -0.03 0.05 -0.05
C -3.21095 2.03439 2.30099 -0.44 -0.08 0.34
C 3.48243 -2.21015 0.81105 0.15 0.14 0.33
C 1.93594 -2.42027 2.89227 0.38 -0.03 -0.01
C 1.47383 -4.43399 -2.76747 0.09 -0.08 0.00
C -1.02682 3.33014 -0.86242 0.44 -0.17 -0.05
C -0.90820 -4.73971 -3.14499 0.00 0.01 -0.03
C 4.20896 -0.83663 0.99952 -0.15 -0.14 -0.07
C -6.02353 2.75617 1.78712 -0.10 0.03 0.04
C -4.48288 1.29089 -0.28294 -0.27 -0.10 0.10
C -3.30122 1.28328 -0.91038 0.23 -0.27 -0.32
C -1.05488 -3.37247 -3.33455 0.01 -0.10 -0.02
C -4.07805 0.73149 -4.53400 0.04 -0.03 0.17
C -5.81950 1.27762 -1.03129 -0.16 0.01 -0.05
C 2.10709 -0.22451 1.92059 -0.34 0.74 -0.98
C -2.60036 -2.00728 2.28954 0.09 0.20 0.69
C -1.99700 2.07348 1.75302 0.94 -0.26 0.05
C -3.45894 2.61327 3.69466 -0.20 0.02 0.21
C -4.33363 2.08721 5.84833 0.06 0.01 -0.13
C 1.45492 3.17689 2.51982 -0.12 -0.07 -0.07
C 1.35498 -3.07180 -2.95505 0.08 -0.11 -0.08
C 3.30150 0.41658 1.31692 0.04 -0.15 -0.06
H -2.02472 -2.94759 -3.58065 0.11 -0.04 0.01
H 0.46383 -6.33403 -2.72816 0.00 0.07 -0.01
H -4.14647 -0.29353 -4.88186 0.01 -0.07 0.05
H 0.98894 -2.56395 2.38887 -0.18 0.11 -0.08
H -4.53826 3.15013 5.87501 -0.03 0.08 -0.05
H -6.95270 2.52638 1.27484 -0.09 -0.04 -0.04
H -6.24195 2.91458 2.83949 0.00 0.00 0.09
H -3.55954 -1.54068 2.10978 -0.06 0.10 -0.16
H 1.45411 -0.61032 -5.00455 -0.09 0.00 0.09
H 1.02320 0.92786 -4.20583 0.04 -0.02 0.01
H 2.26564 3.24452 1.80299 0.01 0.00 -0.06
H -8.55206 -0.21680 -0.31250 0.00 -0.04 0.12
H 4.94275 -0.94315 1.80030 -0.01 0.02 -0.01
H -1.89628 3.96996 -0.75504 -0.21 0.09 0.07
H -3.17920 1.21390 -4.89590 0.09 0.05 0.03
H 4.00485 -3.03095 2.74726 0.01 -0.05 0.00
H 3.81376 1.09937 1.99630 -0.06 -0.03 0.06
H -5.56669 3.64224 1.36206 0.06 0.07 -0.04
H -7.87998 -0.56042 -1.92148 0.06 -0.05 -0.07
H -2.67660 -3.04486 2.58623 0.00 -0.17 -0.17
H 2.88535 -4.03053 1.84772 0.01 0.00 0.03
H 2.58634 -2.09835 0.18730 -0.04 -0.02 -0.13
H 3.08600 -0.74753 3.49749 0.08 -0.04 0.00
H -5.20470 1.51260 6.12632 -0.12 -0.11 -0.03
H -0.79187 3.19328 -1.90381 0.00 -0.07 -0.29
H 1.19379 4.16688 2.87674 -0.05 0.09 0.04
H 4.77330 -0.60576 0.09767 -0.01 0.03 0.00
H 3.02494 0.97034 0.42739 -0.03 0.13 -0.12
H -4.95961 1.28193 -4.83412 -0.11 0.08 0.02
H 1.86848 -2.82699 3.89525 -0.04 0.09 0.10
H -3.50110 1.84962 6.49926 0.13 -0.02 0.01
H -1.76583 -5.39407 -3.24725 0.06 0.03 0.02
H 2.06331 -0.26724 -3.34413 0.03 -0.03 -0.06
H 1.71433 2.55662 3.37448 0.01 -0.04 0.02
H 4.16121 -2.83964 0.24026 0.03 -0.02 -0.05
H 2.23850 -2.44126 -2.93785 -0.10 -0.06 0.03
H 2.45106 -4.86712 -2.58207 -0.10 0.01 -0.02
H -0.18447 3.73516 -0.32286 0.10 0.07 0.19
H -8.28172 1.11314 -1.47370 0.01 0.11 0.01
```
Forces are in eV/Å.

Calculated values
Total charge: +4
⟨S²⟩: 0.838
Orbital gap (spin up / spin down), Eh: 0.19246 / 0.21562
E_LUMO (spin up / spin down), eV: -13.73 / -13.10
Spin multiplicity: 2

***

Entry 3:
A molecular structure, C6H7NS in a non-equilibrium geometry, computed with ωB97M-V/def2-TZVPD.

```
15
Properties=species:S:1:pos:R:3:forces:R:3
S 1.04484 1.29450 1.12042 -2.10 0.51 0.30
N -1.48583 1.11329 0.07493 1.66 -1.00 -2.93
C 0.78761 -3.50512 0.06389 -0.07 0.84 0.74
C 0.41906 -1.94564 -0.06322 -0.67 -2.34 -1.61
C -0.67407 0.34695 -0.86943 -0.46 0.77 -6.09
C -0.23782 -0.97694 -0.42482 1.19 0.25 0.05
C -0.61464 1.46630 1.04028 -2.09 1.16 2.85
C -0.41799 0.85331 -2.22026 -0.53 -0.84 2.46
H 1.60388 -3.51560 0.98086 -2.11 -0.56 -2.57
H -2.37880 1.63588 -0.19274 2.01 -1.19 0.73
H 1.24659 -4.15594 -1.04695 -1.65 2.52 3.74
H -0.83869 1.87263 -2.52360 0.56 -1.53 0.79
H 0.20408 0.37387 -3.09094 -1.28 0.48 2.34
H -0.29825 -3.90608 0.45274 3.08 0.37 -1.08
H -1.42837 1.75700 1.81070 2.47 0.56 0.29
```
Forces are in eV/Å.

Calculated values
Orbital gap, Eh: 0.30437
E_LUMO, eV: 0.01
Spin multiplicity: 1
Energy relative to the best compared isomer or geometry (same formula, charge and spin), kcal/mol: 147.0

***

Entry 4:
A molecular structure, C9H18Cl3N2O3Pt, computed with ωB97M-V/def2-TZVPD.

```
36
Properties=species:S:1:pos:R:3:forces:R:3
Pt -2.02731 -0.13988 0.03346 -0.10 -0.19 -0.09
Cl -3.49848 0.96267 -1.28245 0.00 0.02 0.06
Cl -5.07421 -2.45917 -0.27550 0.01 0.01 -0.02
Cl -3.64791 -0.68835 1.59197 0.09 0.10 0.01
O -0.61167 -1.20626 1.12051 -0.02 0.10 0.04
O -0.60758 0.16042 -1.38020 0.03 -0.02 0.04
O 0.04226 1.52904 0.93227 -0.08 -0.06 -0.02
N 1.30918 -1.67310 2.15163 -0.02 0.02 0.03
N 0.69303 1.43721 -2.66224 -0.01 -0.01 0.03
C 0.54543 2.00243 -0.28624 0.03 0.04 0.00
C -5.20982 -1.05403 0.73919 0.02 -0.04 0.00
C 0.36487 0.65313 -3.85371 -0.01 0.00 0.00
C 0.16574 1.14259 -1.48788 -0.01 0.05 0.00
C 0.46413 -0.80290 1.61520 0.00 -0.03 -0.03
C 1.64295 2.52626 -2.86829 0.00 0.01 0.00
C 1.02975 -3.10847 2.11030 0.00 0.00 0.00
C 2.53873 -1.27346 2.83293 0.01 0.00 -0.02
C 0.85295 0.67369 1.68863 0.00 0.00 0.05
H 1.45435 2.95929 -3.84822 0.00 0.00 0.00
H 0.21326 -3.30406 1.42553 0.00 0.00 -0.01
H 3.36287 -1.14781 2.12853 0.00 0.00 0.00
H 0.76252 -3.46583 3.10497 0.00 0.01 0.00
H 1.92496 -3.62878 1.77278 0.00 0.00 0.00
H 2.80460 -2.06015 3.53410 0.00 0.00 0.00
H 1.52025 3.31387 -2.13148 0.00 0.00 -0.01
H 0.12177 2.99836 -0.43023 0.00 0.00 -0.02
H -0.15751 1.28831 -4.56824 0.00 0.00 0.00
H -0.26704 -0.18369 -3.58298 0.00 0.00 0.00
H 1.63489 2.10002 -0.24845 0.00 0.01 0.01
H 2.66944 2.15667 -2.84387 0.00 0.00 0.00
H -5.43922 -0.17235 0.15459 0.01 0.00 -0.04
H 1.90972 0.79156 1.43322 -0.01 -0.01 -0.03
H 2.40222 -0.35838 3.40394 0.01 -0.01 0.00
H -5.90816 -1.23572 1.54819 0.00 0.03 0.00
H 1.28806 0.29016 -4.30471 0.00 0.00 0.00
H 0.73097 0.97673 2.73274 0.05 -0.01 0.02
```
Forces are in eV/Å.

Calculated values
Total charge: +1
Orbital gap, Eh: 0.33060
E_LUMO, eV: -2.80
Spin multiplicity: 1
Energy relative to the best compared isomer or geometry (same formula, charge and spin), kcal/mol: 3.3